Below is a cluster of 8 separate species, C36H86NO23S8 in total, with properties calculated with ωB97M-V/def2-TZVPD.

Its net charge is 0. Its HOMO energy (spin up / spin down) is -8.0 / -8.3 eV. The total energy is -173987.2617 eV. For the gap between HOMO and LUMO (spin up / spin down), the calculation gives 8.2 / 8.6 eV. As for the LUMO energy (spin up / spin down): 0.25 / 0.25 eV. As for the expectation value of S²: 0.75. The multiplicity is 2.

Cartesian coordinates (Å):
1 C -3.924 -4.756 -1.060
2 C -2.647 -5.581 -1.199
3 C -2.060 -5.422 -2.601
4 O -0.765 -5.945 -2.797
5 C 0.404 -5.230 -2.388
6 C 1.291 -6.277 -1.698
7 S 0.464 -7.235 -0.407
8 C 1.277 -6.693 1.130
9 C 1.783 -7.883 1.946
10 C 0.141 -4.003 -1.532
11 C 1.305 -3.012 -1.315
12 C 2.261 -3.392 -0.174
13 C 0.646 -1.681 -0.918
14 N 2.067 -2.769 -2.572
15 O 3.064 -1.987 -2.454
16 C 2.260 -3.826 -3.601
17 C 3.584 -4.576 -3.363
18 C 2.376 -3.103 -4.953
19 C 1.044 -4.751 -3.691
20 H -4.532 -5.128 -0.233
21 H -4.540 -4.838 -1.959
22 H -3.716 -3.704 -0.864
23 H -2.881 -6.640 -1.056
24 H -1.919 -5.336 -0.428
25 H -2.690 -5.995 -3.288
26 H -2.133 -4.381 -2.941
27 H 1.598 -6.993 -2.464
28 H 2.198 -5.836 -1.295
29 H 0.563 -6.101 1.704
30 H 2.105 -6.047 0.849
31 H 1.115 -8.738 1.846
32 H 1.857 -7.620 3.001
33 H 2.768 -8.188 1.592
34 H -0.676 -3.428 -1.971
35 H -0.198 -4.296 -0.534
36 H 3.018 -4.119 -0.457
37 H 2.794 -2.498 0.152
38 H 1.678 -3.759 0.670
39 H 0.062 -1.822 -0.009
40 H 1.398 -0.909 -0.765
41 H -0.027 -1.339 -1.706
42 H 4.418 -3.969 -3.714
43 H 3.773 -4.780 -2.310
44 H 3.572 -5.525 -3.898
45 H 3.220 -2.414 -4.922
46 H 2.575 -3.841 -5.732
47 H 1.465 -2.550 -5.177
48 H 0.255 -4.233 -4.242
49 H 1.321 -5.624 -4.286
50 O -0.744 0.879 0.267
51 S -1.716 1.192 1.269
52 O -2.795 0.280 1.498
53 O -2.308 2.632 0.986
54 C -2.815 2.909 -0.353
55 C -4.200 2.344 -0.576
56 C -0.927 1.568 2.791
57 H -2.099 2.536 -1.085
58 H -2.824 3.995 -0.408
59 H -4.186 1.255 -0.597
60 H -4.581 2.701 -1.532
61 H -4.882 2.666 0.211
62 H -0.147 2.304 2.613
63 H -0.500 0.641 3.168
64 H -1.671 1.950 3.485
65 O -0.825 6.440 4.974
66 S -0.030 5.837 3.949
67 O 0.707 4.644 4.243
68 O 0.938 6.928 3.337
69 C 1.727 7.723 4.266
70 C 2.944 6.984 4.773
71 C -1.002 5.566 2.510
72 H 1.080 8.052 5.079
73 H 2.006 8.601 3.687
74 H 2.673 6.147 5.412
75 H 3.570 7.663 5.352
76 H 3.530 6.591 3.943
77 H -1.527 6.483 2.259
78 H -1.712 4.776 2.747
79 H -0.346 5.253 1.702
80 O -6.454 4.097 0.964
81 S -6.394 5.344 1.664
82 O -5.114 5.940 1.898
83 O -7.186 5.216 3.029
84 C -6.870 4.070 3.867
85 C -5.578 4.260 4.631
86 C -7.453 6.519 0.898
87 H -6.852 3.173 3.247
88 H -7.716 3.982 4.544
89 H -4.717 4.270 3.964
90 H -5.458 3.441 5.341
91 H -5.587 5.202 5.179
92 H -8.432 6.069 0.764
93 H -7.005 6.763 -0.062
94 H -7.505 7.401 1.530
95 O 4.490 4.711 6.485
96 S 5.070 3.892 7.506
97 O 6.225 4.362 8.204
98 O 5.359 2.455 6.900
99 C 6.079 2.399 5.642
100 C 7.569 2.592 5.819
101 C 3.838 3.410 8.661
102 H 5.651 3.135 4.960
103 H 5.853 1.409 5.252
104 H 7.805 3.605 6.138
105 H 8.073 2.400 4.872
106 H 7.957 1.903 6.569
107 H 2.986 3.015 8.116
108 H 3.562 4.306 9.212
109 H 4.263 2.667 9.330
110 O 5.345 -3.683 -9.132
111 S 6.670 -3.522 -8.618
112 O 7.056 -4.245 -7.446
113 O 6.957 -1.976 -8.412
114 C 5.966 -1.214 -7.674
115 C 6.082 -1.412 -6.180
116 C 7.850 -3.804 -9.890
117 H 4.974 -1.477 -8.042
118 H 6.162 -0.181 -7.953
119 H 5.811 -2.428 -5.895
120 H 5.412 -0.721 -5.667
121 H 7.102 -1.230 -5.843
122 H 7.572 -3.215 -10.759
123 H 7.814 -4.867 -10.116
124 H 8.832 -3.526 -9.519
125 O -1.027 1.978 -4.461
126 S 0.210 2.413 -5.040
127 O 0.992 1.486 -5.795
128 O 1.095 3.076 -3.909
129 C 1.296 2.299 -2.692
130 C 2.381 1.260 -2.835
131 C -0.057 3.863 -5.999
132 H 0.348 1.856 -2.398
133 H 1.560 3.044 -1.944
134 H 2.098 0.469 -3.527
135 H 2.580 0.802 -1.867
136 H 3.302 1.715 -3.202
137 H -0.615 4.579 -5.403
138 H -0.630 3.557 -6.871
139 H 0.908 4.263 -6.297
140 O -6.914 -1.225 5.087
141 S -6.758 -0.653 3.784
142 O -7.488 0.529 3.438
143 O -7.022 -1.777 2.698
144 C -8.231 -2.563 2.836
145 C -9.455 -1.832 2.330
146 C -5.074 -0.339 3.419
147 H -8.339 -2.864 3.879
148 H -8.034 -3.457 2.247
149 H -9.700 -0.980 2.961
150 H -10.306 -2.514 2.323
151 H -9.289 -1.466 1.317
152 H -4.483 -1.229 3.616
153 H -4.763 0.480 4.063
154 H -4.997 -0.047 2.376

Löwdin population analysis, charges in e, atoms 1 to 99: number 1, C, carries -0.1025; number 2, C, carries -0.2438; number 3, C, carries -0.2277; number 4, O, carries -0.1164; number 5, C, carries -0.4988; number 6, C, carries -0.3820; number 7, S, carries 0.9273; number 8, C, carries -0.5373; number 9, C, carries -0.1710; number 10, C, carries -0.0597; number 11, C, carries -0.4372; number 12, C, carries -0.0176; number 13, C, carries -0.0360; number 14, N, carries -0.1139; number 15, O, carries -0.0152; number 16, C, carries -0.4567; number 17, C, carries -0.0090; number 18, C, carries -0.0219; number 19, C, carries -0.0514; number 20, H, carries 0.0680; number 21, H, carries 0.0734; number 22, H, carries 0.0710; number 23, H, carries 0.1096; number 24, H, carries 0.0742; number 25, H, carries 0.1309; number 26, H, carries 0.1185; number 27, H, carries 0.0872; number 28, H, carries 0.0580; number 29, H, carries 0.0630; number 30, H, carries 0.0478; number 31, H, carries 0.0560; number 32, H, carries 0.0675; number 33, H, carries 0.0700; number 34, H, carries 0.1200; number 35, H, carries 0.1163; number 36, H, carries 0.0644; number 37, H, carries 0.0863; number 38, H, carries 0.0831; number 39, H, carries 0.0898; number 40, H, carries 0.0691; number 41, H, carries 0.0950; number 42, H, carries 0.0795; number 43, H, carries 0.0650; number 44, H, carries 0.0927; number 45, H, carries 0.0670; number 46, H, carries 0.0966; number 47, H, carries 0.0896; number 48, H, carries 0.1352; number 49, H, carries 0.1347; number 50, O, carries -0.2731; number 51, S, carries 0.5614; number 52, O, carries -0.2797; number 53, O, carries -0.2741; number 54, C, carries -0.2220; number 55, C, carries -0.0598; number 56, C, carries -0.1101; number 57, H, carries 0.1067; number 58, H, carries 0.1223; number 59, H, carries 0.0753; number 60, H, carries 0.0888; number 61, H, carries 0.0531; number 62, H, carries 0.0686; number 63, H, carries 0.0805; number 64, H, carries 0.0766; number 65, O, carries -0.2734; number 66, S, carries 0.5565; number 67, O, carries -0.2848; number 68, O, carries -0.2636; number 69, C, carries -0.2391; number 70, C, carries -0.0768; number 71, C, carries -0.1173; number 72, H, carries 0.1124; number 73, H, carries 0.1204; number 74, H, carries 0.0541; number 75, H, carries 0.0866; number 76, H, carries 0.0880; number 77, H, carries 0.0796; number 78, H, carries 0.0628; number 79, H, carries 0.0781; number 80, O, carries -0.2780; number 81, S, carries 0.5623; number 82, O, carries -0.2817; number 83, O, carries -0.2575; number 84, C, carries -0.2331; number 85, C, carries -0.0640; number 86, C, carries -0.1183; number 87, H, carries 0.0973; number 88, H, carries 0.1261; number 89, H, carries 0.0640; number 90, H, carries 0.0814; number 91, H, carries 0.0864; number 92, H, carries 0.0765; number 93, H, carries 0.0771; number 94, H, carries 0.0762; number 95, O, carries -0.2774; number 96, S, carries 0.5642; number 97, O, carries -0.2707; number 98, O, carries -0.2634; number 99, C, carries -0.2453